# 1
ORCA calculation (ωB97M-V with the def2-TZVPD basis set) on a 2-piece molecular cluster, C9H14OS overall at a distorted geometry.

XYZ file:
```
25
Properties=species:S:1:pos:R:3:forces:R:3:mulliken_charge:R:1
C -0.8538 1.4193 -1.8542 -0.8820 1.0344 -4.3221 -1.415
C 0.5251 1.1016 -1.5048 -2.3982 -0.3389 1.0559 0.760
C 1.4710 2.0533 -1.5659 3.0826 -0.4576 0.6650 -0.791
C 2.6207 1.8805 -0.7833 0.3282 0.3680 -0.6393 -0.393
C 2.6758 0.8450 0.1425 -0.0046 2.6133 -0.0956 0.417
O 3.6294 1.0281 1.1017 0.3875 -0.2011 -0.6893 -0.513
C 1.6674 -0.0666 0.1714 0.7409 -2.2422 0.4716 -0.324
C 0.6419 -0.0004 -0.7160 -0.0781 -0.9936 0.0393 -0.289
H -1.3042 2.2330 -1.3071 0.1414 0.2778 0.3566 0.293
H -1.5362 0.5979 -1.8347 -0.3168 -0.7411 0.2672 0.375
H -0.8413 1.7291 -2.9661 -0.4451 -0.0540 1.3929 0.309
H 1.3948 2.7933 -2.3059 -0.0893 1.3147 -0.5399 0.426
H 3.5226 2.5067 -0.8274 -0.7020 0.0736 -0.0540 0.361
H 3.4811 0.3681 1.7540 0.1033 -0.8894 1.0853 0.277
H 1.7651 -0.9570 0.7704 0.0042 -0.0906 0.5277 0.212
H -0.0999 -0.7975 -0.8201 0.1620 0.3592 0.4706 0.301
C -0.8768 -2.5326 1.4703 -0.8281 -0.1265 -1.0358 -0.724
S -1.5863 -0.9937 2.2009 0.0317 -0.9228 -0.5674 -0.043
C -3.1737 -1.1779 1.3535 -3.1875 2.1975 3.9162 -0.917
H 0.1305 -2.4699 1.0775 0.2029 0.7163 -0.0680 0.189
H -0.8245 -3.4061 2.1111 -0.5704 0.0367 0.3878 0.374
H -1.5592 -2.7293 0.5940 0.9317 -0.1893 0.9301 0.193
H -3.0797 -1.3814 0.3518 0.1965 -0.4483 -2.2964 0.297
H -3.8369 -0.2333 1.5165 1.7644 -0.8262 -0.6976 0.291
H -3.9531 -1.8101 1.8700 1.4249 -0.4698 -0.5608 0.334
```
Positions in Å, forces in eV/Å.

Results
Charge: 0
Total energy (eV): -22441.0351
Highest occupied orbital energy (eV): -8.227
Energy above the lowest of the compared OMol25 structures with the same formula, charge and spin (kJ/mol): 155.51

# 2
ORCA calculation (ωB97M-V with the def2-TZVPD basis set) on one molecule with the formula C23H21Cl2N3O6S2 at a distorted geometry.

XYZ file:
```
57
Properties=species:S:1:pos:R:3:forces:R:3:mulliken_charge:R:1
O 0.1043 3.8636 0.9632 -0.3301 0.1327 -0.0374 -0.665
C 0.9780 3.0534 0.7536 0.4619 -0.1912 0.0635 0.202
N 2.0177 3.2863 -0.0888 0.2618 0.1384 -0.0742 -0.111
C 1.8799 4.2227 -1.1803 -0.1425 0.0963 -0.0868 -0.885
C 0.9941 3.6040 -2.2855 -0.0265 0.2827 0.0912 -0.868
N 1.2926 2.1893 -2.4294 -0.2708 0.4705 -0.1944 0.086
C 2.5303 1.7861 -2.8594 -0.1281 -0.6874 0.0948 0.715
O 3.3964 2.4940 -3.2849 0.2022 0.2809 -0.0755 -0.557
S 2.6785 0.0216 -2.6494 0.1820 -0.0809 -0.0578 -0.291
C 1.0531 -0.1049 -1.9919 0.0699 -0.8177 0.0973 0.524
C 0.3870 -1.1957 -1.5552 -0.0030 1.0749 -0.2113 -0.083
C 0.7976 -2.5699 -1.4600 0.1619 -0.7031 0.0233 1.266
C -0.1607 -3.5036 -1.0369 0.1424 0.1773 -0.2064 -0.523
C 0.1660 -4.8387 -0.9158 0.0375 -0.1180 -0.0343 -0.694
C 1.4510 -5.2707 -1.2072 -0.0307 0.0440 0.0156 -0.442
C 2.4097 -4.3577 -1.6212 0.0976 -0.1048 0.0004 -0.974
C 2.0909 -3.0212 -1.7493 -0.1844 0.1561 0.0450 -0.485
C 0.4300 1.2201 -1.9462 -0.3762 0.0514 0.0655 -0.194
O -0.6814 1.4644 -1.5299 -0.0145 0.1148 -0.0800 -0.601
C 0.9052 1.6504 1.2921 -0.1652 -0.2559 0.1432 -0.628
C -0.3970 1.1577 1.3800 0.1404 0.1114 0.0696 -0.237
C -0.6484 -0.1716 1.6273 -0.5457 -0.1707 -0.0461 0.153
S -2.3228 -0.8434 1.5486 0.4750 0.5611 0.1143 1.100
O -2.3645 -1.6226 0.3397 -0.1670 0.2585 -0.1426 -0.606
O -2.6223 -1.4964 2.7856 -0.1690 0.2758 0.1594 -0.686
N -3.2347 0.5384 1.4217 0.5922 -0.8441 0.1260 -0.113
C -3.5796 0.9520 0.0714 -0.2089 -0.1039 -0.6610 -0.305
C -4.8226 0.2023 -0.4126 0.2282 0.0767 -0.1185 -0.623
O -5.9001 0.3703 0.4850 -0.1442 0.1463 -0.0262 -0.435
C -5.5713 -0.0894 1.7766 0.1453 0.0826 0.2617 -0.421
C -4.3564 0.6555 2.3355 -0.5182 -0.2499 0.4012 -0.769
C 0.4110 -1.0452 1.8320 0.2034 0.3269 -0.0161 0.157
Cl 0.0901 -2.6976 2.0950 0.3965 -0.5680 0.2455 -0.124
C 1.7157 -0.5716 1.8198 -0.2525 -0.0923 -0.0101 -0.778
C 1.9562 0.7654 1.5371 -0.4307 -0.0068 0.0263 0.939
Cl 3.6049 1.2817 1.5402 0.2785 -0.0493 0.0634 -0.239
H 2.7127 2.5648 -0.2089 -0.1518 0.0674 0.0732 0.152
H 2.8728 4.4492 -1.5694 -0.1043 0.0294 0.0555 0.462
H 1.4068 5.1323 -0.8085 0.1079 -0.0336 -0.0907 0.388
H -0.0594 3.6597 -2.0025 0.1440 0.0329 -0.0872 0.451
H 1.1607 4.1121 -3.2367 -0.0686 -0.0359 0.0627 0.442
H -0.6272 -1.0001 -1.2195 0.0029 0.0905 -0.0118 0.222
H -1.1555 -3.1595 -0.7969 -0.0393 0.0081 0.0196 0.499
H -0.5806 -5.5466 -0.5890 -0.0756 -0.0584 0.0307 0.437
H 1.7070 -6.3152 -1.1102 0.0225 -0.0856 0.0084 0.394
H 3.4116 -4.6922 -1.8452 0.0826 -0.0262 -0.0214 0.420
H 2.8482 -2.3230 -2.0689 0.1094 -0.0725 -0.0007 0.328
H -1.2123 1.8441 1.2171 0.0024 0.0705 -0.0485 0.686
H -2.7299 0.7561 -0.5802 -0.0615 0.1592 -0.1335 0.033
H -3.7748 2.0283 0.0960 0.0775 -0.0474 -0.0049 0.457
H -5.1639 0.5934 -1.3720 0.0981 -0.0472 0.0111 0.425
H -4.5769 -0.8646 -0.5130 -0.0633 0.1151 -0.0465 0.295
H -6.4546 0.0809 2.3942 0.0933 -0.0728 0.0374 0.376
H -5.3404 -1.1657 1.7492 -0.0808 0.0584 0.0279 0.312
H -4.0529 0.2301 3.2905 -0.1873 0.1473 0.0666 0.517
H -4.5817 1.7195 2.4527 0.0516 -0.0646 -0.0004 0.392
H 2.5350 -1.2466 2.0072 0.0723 -0.0498 0.0235 0.507
```
Positions in Å, forces in eV/Å.

Results
Charge: 0
Total energy (eV): -87663.4171
Highest occupied orbital energy (eV): -8.729
Energy above the lowest of the compared OMol25 structures with the same formula, charge and spin (kJ/mol): 0.00

# 3
ORCA calculation (ωB97M-V with the def2-TZVPD basis set) on one molecule with the formula C20H19NO4S.

XYZ file:
```
45
Properties=species:S:1:pos:R:3:forces:R:3:mulliken_charge:R:1
C 3.0380 1.0497 2.6907 0.0511 0.0177 -0.1514 -1.712
C 2.2863 1.4069 1.4582 -0.2349 0.2369 0.5129 0.395
C 1.0890 2.0405 1.3314 0.1994 -0.1108 -0.0750 -0.605
C 0.7931 2.1414 -0.0601 0.8401 -0.2814 -0.1266 0.864
C -0.3826 2.6806 -0.6969 -0.3460 0.0891 0.0527 0.460
O -0.4825 2.8977 -1.8904 -0.1798 0.0885 0.0431 -0.676
C -1.6141 2.9228 0.2009 0.3172 0.2789 0.0103 -0.632
O -2.5820 1.9111 -0.0698 -0.2316 -0.0706 -0.1490 -0.347
C -2.4066 0.7248 0.5078 0.0461 -0.2687 0.2870 1.262
O -1.5051 0.4990 1.3025 -0.1562 0.1446 -0.1303 -0.754
C -3.4121 -0.2717 0.1162 -0.0019 -0.1502 0.0138 0.162
C -4.4312 0.0435 -0.7866 0.0148 -0.1045 0.0459 -0.436
C -5.3692 -0.8979 -1.1453 -0.1028 0.1330 -0.1204 -0.722
C -5.3020 -2.1780 -0.6051 0.1295 0.0425 0.0790 -0.375
C -4.3038 -2.5121 0.2827 0.1324 -0.0269 0.1161 -0.655
C -3.3423 -1.5706 0.6594 -0.1255 0.2774 -0.2028 0.274
O -2.3914 -1.9447 1.5227 0.1776 -0.0282 0.1504 -0.670
C 1.8646 1.5520 -0.7317 -0.5336 0.2858 -0.2085 0.350
C 2.0757 1.3552 -2.1863 -0.0216 -0.0724 -0.0816 -1.639
N 2.7512 1.1165 0.1940 -0.0998 0.2880 -0.0528 0.280
C 3.9393 0.3568 -0.1056 0.2589 -0.2139 -0.0542 -1.278
C 3.6124 -1.0697 -0.4268 -0.1434 -0.1824 0.1806 0.610
C 4.0216 -1.8110 -1.4917 0.0233 0.2476 0.2378 -0.436
C 3.5047 -3.1265 -1.4775 -0.1073 -0.2309 0.0505 -0.499
C 2.7051 -3.3588 -0.4073 -0.0360 0.1325 0.2225 -0.487
S 2.5688 -1.9848 0.6133 0.2628 0.0405 -0.4923 -0.091
H 3.2025 -0.0262 2.7512 0.0804 -0.0702 0.1270 0.309
H 2.4600 1.3560 3.5574 -0.0090 -0.0026 0.0665 0.383
H 4.0052 1.5535 2.7281 0.0694 -0.0245 0.0924 0.339
H 0.4944 2.3963 2.1470 -0.1191 0.0030 0.2186 0.437
H -1.3612 2.9189 1.2617 -0.0808 0.0475 -0.1179 0.349
H -2.0931 3.8599 -0.0888 0.1139 -0.1337 0.0375 0.422
H -4.4647 1.0401 -1.1972 -0.0169 0.0618 -0.0448 0.476
H -6.1527 -0.6449 -1.8425 -0.0567 0.0354 -0.0582 0.407
H -6.0374 -2.9183 -0.8835 -0.0506 -0.0735 -0.0143 0.377
H -4.2375 -3.5008 0.7088 0.0099 -0.1078 0.0475 0.443
H -1.8015 -1.1721 1.6845 -0.1829 -0.0985 -0.1095 0.368
H 1.2068 1.7233 -2.7232 0.0749 -0.0111 -0.0120 0.416
H 2.9518 1.9089 -2.5274 0.0670 0.0288 -0.0836 0.296
H 2.2265 0.3005 -2.4180 0.0442 -0.0480 -0.0463 0.335
H 4.4547 0.8050 -0.9612 -0.0193 -0.0480 0.1510 0.316
H 4.6055 0.4050 0.7610 -0.0627 0.1038 -0.1597 0.426
H 4.6726 -1.4355 -2.2613 0.1075 0.1451 -0.1365 0.427
H 3.7172 -3.8587 -2.2354 -0.0021 -0.1533 -0.1152 0.391
H 2.1785 -4.2557 -0.1488 -0.1000 -0.2163 0.0000 0.436
```
Positions in Å, forces in eV/Å.

Results
Charge: 0
Total energy (eV): -41564.2539
Highest occupied orbital energy (eV): -8.120
Energy above the lowest of the compared OMol25 structures with the same formula, charge and spin (kJ/mol): 0.00